Entry from the OMol25 dataset: the molecule C2H3NOS2 in a non-equilibrium geometry (the ωB97M-V functional and the def2-TZVPD basis).

The value obtained for the LUMO energy is -0.4 eV. For the HOMO energy, the calculation gives -9.3 eV. For the energy above the lowest of the compared OMol25 structures with the same formula, charge and spin, the calculation gives 28.75 kcal/mol. The calculation puts the HOMO-LUMO gap at 8.9 eV. The SMILES is O=CN(S)C=S.

Each line ends with the Mulliken charge.
Positions of all 9 atoms, in Å:
O -1.84860 -1.33233 -0.15686  -0.460
C -1.47192 -0.20762 0.02903  0.097
N -0.12110 0.21303 -0.12195  -0.024
S 0.21266 1.94527 -0.05637  -0.071
C 0.87860 -0.75866 0.02428  -0.090
S 2.49599 -0.54533 -0.05847  -0.322
H -2.14766 0.54233 0.36555  0.381
H 1.55821 1.83593 -0.21830  0.130
H 0.44382 -1.69262 0.19309  0.359